(P)
A cluster of 2 separate species, C4H3O2 in total, computed with ωB97M-V/def2-TZVPD.

Results
HOMO-LUMO gap = 9.965 eV
2S+1 = 1
net charge = +1

Structure (XYZ):
```
9
Properties=species:S:1:pos:R:3:nbo_charge:R:1
C 0.319 2.090 0.016 0.18
C -0.480 1.204 -0.097 -0.30
C 0.862 -1.602 -0.018 0.37
C -1.420 0.217 -0.063 0.88
O -2.457 -0.237 0.023 -0.23
O -0.321 -1.417 0.049 -0.51
H 0.821 2.988 0.231 0.28
H 1.178 -2.416 -0.561 0.18
H 1.498 -0.827 0.419 0.15
```

***

(Q)
The ion C4H3O2 with charge +1, computed with ωB97M-V/def2-TZVPD.

Results
HOMO-LUMO gap = 9.888 eV
2S+1 = 1
net charge = +1

Structure (XYZ):
```
9
Properties=species:S:1:pos:R:3:nbo_charge:R:1
C -0.787 0.562 -0.327 0.41
C 1.766 -0.347 0.273 0.03
C 0.379 -0.096 -0.093 -0.01
C 0.970 -0.071 1.386 0.21
O -1.915 -0.064 -0.230 -0.56
O 0.728 -1.264 0.610 -0.22
H -0.792 1.652 -0.607 0.26
H 2.444 -0.775 -0.430 0.31
H -2.792 0.402 -0.582 0.57
```

***

If we sort the structures by their calculated energies, the order from most to least stable is (P), (Q).

***

(P)
A structure of composition C38H53CsN5O4P3S4, computed with ωB97M-V/def2-TZVPD.

Results
HOMO-LUMO gap = 3.851 eV
2S+1 = 1
net charge = -2

Structure (XYZ):
```
108
Properties=species:S:1:pos:R:3:mulliken_charge:R:1
Cs 1.151 -0.291 0.360 1.22
C 1.144 3.471 0.499 0.10
O 1.354 2.560 1.568 -0.30
C 0.900 2.900 2.797 1.03
C 0.229 4.092 3.056 -0.70
C -0.241 4.378 4.333 -0.63
C -0.043 3.475 5.364 -0.82
C 0.648 2.298 5.113 -0.19
C 1.144 1.995 3.850 -0.19
N 1.856 0.795 3.562 -0.07
N 2.457 0.369 4.583 -0.24
C 3.212 -0.776 4.530 -0.42
C 3.273 -1.673 3.407 0.02
O 2.530 -1.597 2.410 -0.43
C 4.269 -2.743 3.496 -0.51
C 5.005 -2.961 4.602 -0.89
C 4.875 -2.133 5.768 0.92
C 5.625 -2.389 6.928 -0.83
C 5.517 -1.591 8.040 -0.48
C 4.641 -0.493 7.999 -0.65
C 3.902 -0.219 6.875 -0.50
C 3.985 -1.036 5.719 0.92
H 1.736 4.381 0.639 0.52
H 0.084 3.726 0.411 -0.12
H 1.462 2.965 -0.411 -0.34
H 0.072 4.806 2.260 0.39
H -0.769 5.308 4.510 0.36
H -0.421 3.682 6.358 0.35
H 0.822 1.575 5.898 0.42
H 4.372 -3.371 2.618 0.40
H 5.722 -3.777 4.628 0.32
H 6.300 -3.239 6.928 0.34
H 6.099 -1.798 8.930 0.36
H 4.549 0.151 8.867 0.37
H 3.240 0.634 6.847 0.41
O 3.388 0.717 -7.858 -0.70
C 3.170 0.705 -6.657 0.60
S 3.207 -0.730 -5.651 -0.25
C 2.790 0.001 -4.079 -0.15
C 2.569 1.340 -4.109 -0.16
S 2.050 2.443 -2.862 -0.45
S 2.759 2.115 -5.701 -0.20
S 2.758 -1.156 -2.778 -0.27
C 1.354 -5.028 2.152 -1.25
P 0.829 -3.976 0.740 0.60
C 2.369 -3.935 -0.253 -0.67
C -0.156 -5.215 -0.223 -1.16
C -0.570 -4.749 -1.625 -0.92
P -1.108 -2.979 -1.783 0.69
C -2.618 -3.010 -0.719 -1.03
C -1.949 -3.112 -3.414 -1.24
H 1.968 -4.409 2.808 0.25
H 1.931 -5.902 1.833 0.32
H 0.481 -5.362 2.716 0.39
H 2.782 -4.936 -0.411 0.40
H 3.107 -3.307 0.247 0.26
H 2.173 -3.474 -1.225 -0.01
H -1.049 -5.425 0.374 0.36
H 0.401 -6.156 -0.304 0.57
H -1.376 -5.392 -2.000 0.51
H 0.272 -4.862 -2.314 0.33
H -3.273 -3.861 -0.938 0.44
H -3.164 -2.079 -0.895 -0.11
H -2.325 -3.039 0.332 0.32
H -2.657 -3.945 -3.450 0.65
H -1.211 -3.231 -4.209 0.37
H -2.479 -2.171 -3.590 0.02
O -0.876 1.119 -0.950 -0.64
P -2.018 1.283 -1.875 -1.18
N -1.797 0.468 -3.288 1.42
C -2.663 0.661 -4.460 -0.92
C -1.791 0.241 -5.651 -0.77
C -0.365 0.500 -5.165 -0.39
C -0.425 0.071 -3.709 0.29
N -3.425 0.762 -1.146 1.33
C -4.754 0.869 -1.741 -0.78
C -5.707 0.812 -0.541 -0.84
C -4.906 0.046 0.512 -0.63
C -3.491 0.576 0.306 -0.54
N -2.391 2.846 -2.315 0.07
C -1.424 3.550 -3.196 0.42
C -1.211 4.902 -2.523 -0.66
C -2.522 5.136 -1.774 -0.70
C -2.851 3.743 -1.247 -0.25
H -2.974 1.706 -4.548 0.57
H -3.573 0.055 -4.394 0.08
H -2.057 0.784 -6.560 0.39
H -1.922 -0.828 -5.846 0.26
H -0.111 1.562 -5.224 0.17
H 0.393 -0.055 -5.718 0.26
H 0.326 0.566 -3.096 -0.56
H -0.289 -1.007 -3.600 -0.43
H -4.940 0.038 -2.430 0.20
H -4.861 1.798 -2.310 0.38
H -6.657 0.337 -0.791 0.40
H -5.919 1.823 -0.184 0.31
H -4.934 -1.025 0.299 0.23
H -5.267 0.204 1.528 0.41
H -2.717 -0.112 0.642 0.16
H -3.353 1.521 0.848 0.34
H -1.854 3.669 -4.197 0.28
H -0.476 3.007 -3.283 -0.67
H -0.975 5.686 -3.243 0.50
H -0.375 4.829 -1.823 0.08
H -3.301 5.465 -2.469 0.33
H -2.445 5.873 -0.973 0.37
H -3.918 3.603 -1.049 -0.05
H -2.307 3.561 -0.311 0.06
```

***

(Q)
A structure of composition C38H53CsN5O4P3S4, computed with ωB97M-V/def2-TZVPD.

Results
HOMO-LUMO gap = 3.997 eV
2S+1 = 1
net charge = -2

Structure (XYZ):
```
108
Properties=species:S:1:pos:R:3:mulliken_charge:R:1
Cs -0.483 -0.340 -0.190 0.96
C 1.381 2.290 2.036 -0.28
O -0.004 2.544 1.867 0.16
C -0.583 3.451 2.686 0.60
C 0.144 4.364 3.442 -0.90
C -0.515 5.289 4.246 -0.57
C -1.899 5.297 4.296 -0.87
C -2.624 4.377 3.544 -0.32
C -1.990 3.448 2.729 0.34
N -2.632 2.435 1.965 -0.23
N -3.876 2.544 1.947 0.17
C -4.608 1.525 1.390 -0.39
C -4.053 0.325 0.809 0.23
O -2.885 0.206 0.399 -0.50
C -4.979 -0.811 0.711 -1.06
C -6.304 -0.677 0.875 -0.64
C -6.901 0.601 1.181 1.35
C -8.295 0.771 1.215 -0.94
C -8.859 1.992 1.505 -0.54
C -8.015 3.080 1.780 -0.80
C -6.648 2.934 1.763 -0.91
C -6.045 1.690 1.457 0.86
H 1.628 2.107 3.084 0.51
H 1.992 3.117 1.662 0.34
H 1.599 1.398 1.456 -0.49
H 1.224 4.364 3.405 0.39
H 0.063 5.994 4.833 0.37
H -2.418 6.007 4.929 0.36
H -3.704 4.346 3.590 0.39
H -4.530 -1.769 0.470 0.64
H -6.957 -1.540 0.772 0.41
H -8.926 -0.087 1.005 0.38
H -9.936 2.112 1.518 0.37
H -8.447 4.050 2.003 0.37
H -6.000 3.775 1.977 0.21
O -1.455 -7.378 -1.585 -0.71
C -0.949 -6.313 -1.260 0.62
S 0.135 -5.373 -2.274 -0.24
C 0.519 -4.061 -1.138 -0.24
C -0.053 -4.153 0.093 0.08
S 0.056 -3.067 1.449 -0.34
S -1.096 -5.580 0.327 -0.23
S 1.534 -2.800 -1.791 -0.30
C 3.440 -3.325 1.155 -1.15
P 2.959 -1.593 0.747 1.01
C 3.654 -0.837 2.328 -1.55
C 4.424 -1.197 -0.350 -1.26
C 4.442 0.282 -0.777 -1.19
P 2.756 0.911 -1.219 1.12
C 3.235 2.669 -1.590 -1.53
C 2.623 0.334 -2.963 -0.89
H 3.148 -3.980 0.333 0.30
H 2.892 -3.638 2.044 0.38
H 4.521 -3.394 1.327 0.45
H 4.620 -1.265 2.626 0.39
H 2.928 -1.014 3.127 0.34
H 3.770 0.247 2.217 0.30
H 4.310 -1.843 -1.225 0.30
H 5.361 -1.470 0.148 0.55
H 5.122 0.463 -1.617 0.54
H 4.788 0.903 0.056 0.39
H 4.035 2.729 -2.336 0.40
H 3.570 3.163 -0.673 0.34
H 2.361 3.208 -1.962 0.33
H 3.496 0.649 -3.545 0.36
H 1.716 0.757 -3.402 -0.12
H 2.523 -0.752 -2.999 0.33
O -1.255 0.985 -2.232 -0.94
P -2.643 1.077 -2.746 -1.25
N -2.566 1.801 -4.277 0.12
C -1.378 1.503 -5.096 -0.51
C -1.837 0.374 -6.022 -0.42
C -3.287 0.767 -6.349 -0.75
C -3.711 1.713 -5.190 -0.36
N -3.353 -0.421 -2.940 0.81
C -4.787 -0.683 -2.740 0.37
C -4.892 -2.202 -2.855 -0.94
C -3.559 -2.744 -2.308 -0.82
C -2.571 -1.572 -2.385 0.58
N -3.607 2.029 -1.814 1.34
C -2.893 3.172 -1.171 -0.72
C -3.943 4.291 -1.093 -0.48
C -4.975 3.916 -2.162 -0.88
C -5.014 2.400 -2.021 0.20
H -0.534 1.238 -4.465 0.00
H -1.111 2.393 -5.678 0.44
H -1.821 -0.561 -5.460 0.03
H -1.213 0.256 -6.908 0.53
H -3.939 -0.104 -6.418 0.32
H -3.342 1.298 -7.301 0.30
H -4.597 1.347 -4.681 0.01
H -3.952 2.704 -5.583 0.52
H -5.385 -0.193 -3.511 0.27
H -5.140 -0.336 -1.766 -0.36
H -5.011 -2.480 -3.904 0.34
H -5.756 -2.581 -2.306 0.38
H -3.204 -3.599 -2.879 0.40
H -3.660 -3.073 -1.275 0.30
H -1.726 -1.780 -3.041 0.38
H -2.182 -1.344 -1.398 -1.65
H -2.032 3.471 -1.774 0.81
H -2.526 2.869 -0.192 -0.35
H -3.496 5.271 -1.261 0.47
H -4.412 4.294 -0.105 -0.01
H -4.604 4.186 -3.155 0.30
H -5.952 4.377 -2.006 0.44
H -5.465 1.888 -2.865 0.39
H -5.596 2.135 -1.129 -0.39
```

***

(R)
A structure of composition C38H53CsN5O4P3S4, computed with ωB97M-V/def2-TZVPD.

Results
HOMO-LUMO gap = 4.018 eV
2S+1 = 1
net charge = -2

Structure (XYZ):
```
108
Properties=species:S:1:pos:R:3:mulliken_charge:R:1
Cs -0.043 -0.048 -1.033 1.34
C -1.244 -0.512 3.085 -1.19
O -1.952 0.563 2.495 0.12
C -3.199 0.817 2.976 0.48
C -3.622 0.422 4.234 -0.58
C -4.909 0.713 4.678 -0.63
C -5.781 1.398 3.849 -0.85
C -5.375 1.780 2.582 -0.25
C -4.084 1.509 2.110 0.15
N -3.671 1.699 0.804 0.07
N -4.424 2.444 0.109 -0.31
C -4.136 2.600 -1.207 -0.14
C -2.905 2.152 -1.824 0.30
O -1.991 1.564 -1.213 -0.61
C -2.760 2.437 -3.244 -0.73
C -3.728 3.015 -3.983 -1.03
C -4.962 3.439 -3.393 0.91
C -5.986 4.010 -4.166 -0.81
C -7.167 4.421 -3.597 -0.45
C -7.350 4.267 -2.216 -0.69
C -6.368 3.698 -1.441 -0.33
C -5.147 3.259 -2.000 0.73
H -1.844 -1.426 3.088 0.52
H -0.932 -0.281 4.110 0.32
H -0.358 -0.675 2.473 0.25
H -2.958 -0.135 4.882 0.35
H -5.219 0.383 5.662 0.36
H -6.787 1.617 4.188 0.36
H -6.060 2.277 1.908 0.35
H -1.825 2.124 -3.696 0.47
H -3.591 3.167 -5.049 0.32
H -5.832 4.114 -5.236 0.34
H -7.952 4.855 -4.205 0.35
H -8.279 4.592 -1.761 0.37
H -6.510 3.568 -0.378 0.37
O 5.964 -4.339 -4.086 -0.71
C 4.961 -3.768 -3.689 0.64
S 4.501 -2.139 -4.138 -0.27
C 2.943 -2.034 -3.264 0.06
C 2.624 -3.108 -2.497 -0.43
S 1.263 -3.347 -1.487 -0.40
S 3.797 -4.467 -2.580 -0.27
S 2.016 -0.618 -3.552 -0.42
C 0.818 3.118 3.153 -1.25
P 1.251 2.614 1.420 0.80
C 0.266 3.895 0.544 -1.32
C 2.961 3.351 1.371 -1.01
C 3.425 3.500 -0.087 -1.12
P 2.680 2.144 -1.122 0.08
C 3.510 2.509 -2.724 -1.26
C 3.729 0.756 -0.555 0.19
H -0.252 2.968 3.297 0.23
H 1.068 4.163 3.351 0.44
H 1.360 2.481 3.856 0.32
H 0.449 4.900 0.933 0.35
H -0.787 3.631 0.669 0.29
H 0.489 3.855 -0.521 0.37
H 3.604 2.640 1.898 0.28
H 3.003 4.301 1.914 0.54
H 4.517 3.482 -0.167 0.54
H 3.074 4.455 -0.490 0.38
H 4.581 2.688 -2.599 0.33
H 3.039 3.374 -3.197 0.37
H 3.354 1.637 -3.363 0.22
H 4.778 1.059 -0.495 0.44
H 3.617 -0.055 -1.279 -0.31
H 3.365 0.408 0.415 -0.32
O 2.140 -1.685 1.971 -0.22
P 3.258 -2.404 2.594 -1.04
N 2.914 -4.028 2.796 0.50
C 1.823 -4.646 2.025 -0.40
C 2.492 -5.768 1.244 -0.09
C 3.578 -6.265 2.207 -0.72
C 3.964 -5.024 3.039 -0.52
N 4.779 -2.378 1.896 0.56
C 5.647 -1.205 1.992 0.01
C 6.751 -1.543 0.994 -0.86
C 5.993 -2.200 -0.170 -0.59
C 4.733 -2.802 0.472 -0.15
N 3.581 -1.743 4.111 0.35
C 2.345 -1.475 4.880 -0.35
C 2.679 -1.842 6.330 -0.70
C 3.790 -2.883 6.175 -0.69
C 4.587 -2.306 5.008 -0.73
H 1.349 -3.915 1.372 -0.02
H 1.077 -5.056 2.720 0.33
H 2.920 -5.365 0.327 -0.33
H 1.785 -6.550 0.966 0.50
H 4.440 -6.678 1.685 0.34
H 3.174 -7.043 2.861 0.31
H 4.936 -4.630 2.736 0.41
H 4.020 -5.280 4.105 0.21
H 6.019 -1.089 3.012 0.26
H 5.137 -0.279 1.707 -0.16
H 7.443 -2.257 1.447 0.28
H 7.313 -0.662 0.679 0.43
H 6.583 -2.962 -0.677 0.40
H 5.717 -1.454 -0.913 0.15
H 4.735 -3.892 0.418 0.13
H 3.823 -2.453 -0.026 0.06
H 1.525 -2.095 4.503 0.26
H 2.041 -0.433 4.769 0.00
H 1.810 -2.223 6.865 0.37
H 3.061 -0.970 6.867 0.36
H 3.361 -3.846 5.889 0.15
H 4.391 -3.014 7.077 0.46
H 5.204 -3.043 4.494 0.32
H 5.242 -1.504 5.375 0.46
```

***

If we sort the structures by their calculated energies, the order from most to least stable is (P), (R), (Q).